C40H60O30 | ωB97M-V/def2-TZVPD

The SMILES is C[C@H]1COC(=O)O1.C[C@H]1COC(=O)O1.C[C@H]1COC(=O)O1.C[C@H]1COC(=O)O1.C[C@H]1COC(=O)O1.C[C@H]1COC(=O)O1.C[C@H]1COC(=O)O1.C[C@H]1COC(=O)O1.C[C@H]1COC(=O)O1.C[C@H]1COC(=O)O1. The energy above the lowest of the compared OMol25 structures with the same formula, charge and spin is 1581.80 kJ/mol. The maximum force comes out at 0.257 hartree/bohr. For the energy, the calculation gives -103865.3560 eV. The value obtained for the orbital gap is 10.3 eV.

Geometry as XYZ:
```
130
Properties=species:S:1:pos:R:3:forces:R:3
C -0.061864 0.036633 -3.573624 -0.960 -2.842 1.550
C 1.423284 0.210595 -3.677882 1.684 -3.091 -2.740
C 2.038484 0.817695 -5.063943 -3.583 -0.639 1.582
O 2.848076 1.855121 -4.481686 0.676 0.453 0.440
C 2.854681 1.871033 -3.087870 0.103 1.722 0.086
O 3.519569 2.671258 -2.395147 -2.210 -3.116 -2.356
O 1.943386 0.959802 -2.640467 1.700 2.984 1.120
H -0.553855 -0.775996 -4.299556 1.282 2.098 1.699
H -0.600616 0.934268 -3.450991 -0.578 1.663 -1.347
H -0.301845 -0.238818 -2.471324 0.656 -0.753 -1.599
H 2.057969 -0.720604 -3.573499 -1.592 0.097 -0.142
H 1.048709 1.080740 -5.696907 2.696 0.538 1.207
H 2.586540 0.038806 -5.635778 0.119 0.885 0.581
C 1.310681 -4.982719 0.831071 0.487 -5.932 -3.391
C 0.184124 -4.940939 -0.142942 0.356 1.878 -1.771
C -0.905038 -3.777739 -0.066838 0.623 -3.995 0.507
O -0.800389 -3.182121 -1.308367 -5.206 3.554 2.891
C 0.062097 -3.649069 -2.022491 6.703 -3.049 -4.936
O 0.420362 -3.243852 -3.100476 -0.556 0.170 0.076
O 0.737997 -4.711312 -1.459600 -0.890 0.603 0.097
H 2.186356 -5.820206 0.432813 -2.563 2.521 1.104
H 0.895608 -5.380372 1.678999 -0.452 -0.752 2.677
H 1.710221 -4.090224 0.927433 2.190 4.203 0.782
H -0.416044 -5.775607 -0.225813 -0.548 -2.493 0.182
H -0.527303 -3.166118 0.686066 -0.662 1.590 1.457
H -1.869206 -4.357889 0.020378 0.671 1.632 0.383
C 6.108199 1.239441 -0.732711 -2.081 2.008 -1.934
C 6.031065 0.141700 -1.788228 -3.369 -1.096 0.169
C 6.619483 0.469581 -3.103257 0.152 1.242 -0.227
O 7.310903 -0.706457 -3.477363 0.284 1.453 -3.605
C 7.444116 -1.501621 -2.492911 0.913 -3.322 2.277
O 8.009609 -2.584703 -2.457012 -0.793 1.971 -0.379
O 6.816005 -0.982840 -1.434610 0.071 -0.578 1.879
H 6.071841 2.393135 -1.230394 -0.183 -3.398 1.538
H 6.950297 1.127780 -0.133251 1.961 -0.035 0.648
H 5.295995 1.010513 -0.037621 -0.190 0.880 -0.098
H 4.920521 -0.291572 -1.901614 2.035 1.085 0.329
H 7.263623 1.271505 -2.815173 1.451 0.451 -0.572
H 6.006893 0.880012 -3.900970 -0.327 -0.576 -0.015
C -5.051709 -2.450583 1.912345 0.742 6.823 -2.328
C -6.399711 -2.049854 1.340779 -0.284 -1.958 -1.121
C -7.520499 -1.705356 2.289697 -1.186 -1.470 -0.618
O -7.996133 -0.530611 1.734152 -2.634 2.307 0.505
C -7.196257 0.030256 0.834812 1.104 -0.586 -0.267
O -7.230250 1.092187 0.293829 -0.766 -0.055 0.528
O -6.228839 -0.855063 0.600738 1.477 0.352 -0.643
H -4.922947 -3.218079 2.438334 -0.488 -7.126 4.202
H -4.674733 -1.709766 2.743280 -0.689 -0.477 -2.086
H -4.250000 -2.624447 1.177132 -0.430 0.913 -0.145
H -6.886004 -2.729363 0.566095 1.203 0.046 1.021
H -7.325904 -1.604605 3.293086 1.673 1.155 2.441
H -8.356129 -2.423577 2.471296 0.390 0.096 -1.479
C 1.107575 5.259200 0.744128 2.972 0.626 -4.650
C 2.244671 4.339865 0.263003 -2.922 -0.210 -2.265
C 3.666583 4.871179 -0.099620 0.472 0.085 0.438
O 4.438227 3.895058 0.638547 0.456 -1.806 1.063
C 3.716172 2.973970 1.388051 -0.544 -0.390 0.502
O 4.122435 2.070756 2.112706 -0.537 2.648 -2.239
O 2.347481 3.225500 1.232235 2.566 1.142 -1.181
H 0.208644 4.825742 0.960428 -2.664 -1.346 -1.004
H 1.194809 6.206416 0.172089 -0.895 -0.689 0.138
H 1.370361 5.458689 1.641830 2.124 2.204 6.409
H 1.801600 3.983537 -0.707015 0.830 -0.670 0.848
H 4.004084 5.884875 0.343980 -0.965 -1.452 -0.792
H 3.948076 4.817659 -1.257358 -0.830 -0.055 2.684
C -3.714665 5.174087 0.649945 -2.062 -2.145 -0.555
C -2.843501 3.887446 0.934529 -4.150 0.814 -0.169
C -3.762368 2.605346 0.702378 5.267 0.877 0.997
O -3.321851 2.270225 -0.625965 -8.273 -5.589 3.927
C -2.448730 2.979450 -0.986960 9.949 4.403 -7.511
O -1.867604 2.854164 -2.089752 -1.314 0.195 2.212
O -1.981458 3.900802 -0.129418 1.138 -1.090 -0.602
H -4.727542 5.125800 1.175942 1.519 0.368 -0.366
H -3.973545 5.231526 -0.500212 0.758 -0.212 2.256
H -3.108169 5.974041 0.944743 0.385 1.647 0.292
H -2.324193 3.788806 1.858488 0.272 0.519 0.846
H -4.720112 2.767659 0.901172 -4.483 1.135 -0.767
H -3.568255 1.879435 1.473670 1.005 -1.124 -0.370
C 6.145027 -4.940491 -1.320190 0.015 -2.482 -0.736
C 6.059714 -4.139615 -0.055825 -2.762 1.754 1.295
C 4.727127 -3.239739 -0.046006 -0.109 0.974 -0.956
O 4.120205 -3.627880 1.201515 -1.238 2.393 -1.233
C 4.829191 -4.480558 1.905788 -0.054 -1.268 -2.595
O 4.429149 -5.028797 2.852210 -0.710 -0.613 3.152
O 5.880303 -4.898122 1.224559 1.976 0.203 -2.160
H 6.353874 -4.291400 -2.256279 -0.743 -1.155 1.701
H 5.310315 -5.792935 -1.400555 0.893 2.613 -0.050
H 6.951863 -5.679106 -1.246686 0.615 0.616 -0.065
H 6.780306 -3.373672 0.184465 1.152 -0.515 -0.588
H 4.014406 -3.436401 -0.978959 1.295 0.135 2.198
H 4.942072 -2.064863 -0.024071 -0.344 -2.640 0.023
C -4.663104 0.031814 5.542815 8.417 -2.571 -6.417
C -3.453867 1.022024 5.899296 -3.034 -2.672 -5.012
C -2.304460 0.957028 4.938730 1.344 2.810 0.608
O -2.252786 2.259301 4.310495 -1.158 -0.359 1.349
C -3.228689 2.990980 4.944185 1.464 2.644 -3.075
O -3.343641 4.151581 4.627919 -0.684 -1.152 1.118
O -3.982179 2.251413 5.725437 -0.576 3.247 1.543
H -5.367432 0.120730 4.546475 3.032 -0.044 1.207
H -5.395677 0.231062 6.067803 -6.541 0.921 6.818
H -3.974517 -0.932436 5.640047 -2.847 1.015 -0.204
H -3.001633 0.725041 6.739905 0.484 -0.268 4.389
H -2.478836 0.309005 4.204513 -0.285 -3.054 -2.931
H -1.340166 0.857282 5.395109 0.409 -0.589 0.393
C -3.158555 -0.842284 -1.381730 -3.165 -4.102 -0.925
C -4.060463 -0.746310 -2.608299 -1.909 -1.072 1.539
C -5.216634 0.356321 -2.702252 -0.166 -4.306 1.693
O -4.700189 1.291032 -3.490792 1.887 1.588 -2.595
C -3.550531 0.823864 -4.036043 2.581 3.888 -4.947
O -2.900222 1.478233 -4.885651 -2.270 -2.151 3.012
O -3.206877 -0.400994 -3.686029 -0.919 -0.216 0.196
H -3.652626 -1.104645 -0.422732 0.130 -0.396 -0.853
H -2.578258 -0.099745 -1.156085 2.846 5.125 0.789
H -2.448893 -1.561444 -1.773329 0.104 -0.806 0.761
H -4.518030 -1.789287 -2.678254 0.658 1.307 -0.666
H -5.317253 0.741041 -1.755259 -0.541 0.948 2.429
H -6.208398 -0.067523 -2.968925 0.649 0.309 -0.554
C 2.351544 -0.322745 0.533468 1.406 1.206 -2.359
C 1.190340 0.299578 1.199209 1.750 -0.959 0.822
C 0.270848 1.092261 0.319869 3.392 3.903 1.923
O -1.026340 0.566228 0.675409 -0.755 6.165 -5.152
C -0.935853 -0.444221 1.327510 -1.293 -9.187 6.325
O -1.872739 -1.237605 1.717232 3.297 3.381 -1.707
O 0.368582 -0.698538 1.725607 -2.293 -0.860 0.419
H 2.816487 0.621382 0.000936 -0.388 -2.085 0.525
H 2.086253 -1.135912 -0.213651 0.298 1.053 0.758
H 3.085026 -0.657489 1.260111 0.028 -0.265 -0.014
H 1.672480 0.909166 2.008589 -0.934 -0.444 -0.273
H 0.761750 1.287203 -0.701992 -2.273 -0.983 0.799
H 0.581847 2.059966 0.936809 -2.392 -0.902 -2.016
```
Forces are in eV/Å.

Here are the Löwdin charges for atoms 1 to 99, given in e: C -0.0275; C -0.3465; C -0.0521; O 0.0277; C -0.4287; O 0.0822; O 0.0261; H 0.1528; H 0.0441; H 0.0965; H 0.1565; H 0.1732; H 0.1246; C 0.0088; C -0.2834; C -0.0372; O 0.1206; C -0.6546; O 0.1293; O 0.0707; H 0.1898; H 0.0602; H 0.0139; H 0.1146; H 0.0976; H 0.1626; C -0.0035; C -0.3505; C -0.0886; O 0.1366; C -0.5966; O 0.1221; O 0.0652; H 0.1674; H 0.0620; H 0.0557; H 0.1835; H 0.1237; H 0.1467; C 0.0079; C -0.2813; C -0.1172; O 0.0926; C -0.5702; O 0.1644; O 0.0630; H -0.0097; H 0.1289; H 0.0823; H 0.1798; H 0.0951; H 0.1541; C 0.0080; C -0.2667; C -0.0682; O -0.0023; C -0.4599; O 0.1163; O 0.0144; H 0.0446; H 0.1227; H 0.0127; H 0.1447; H 0.1522; H 0.1574; C 0.0090; C -0.2830; C 0.0127; O 0.1725; C -0.6863; O 0.0973; O 0.0658; H 0.1036; H 0.1392; H 0.0489; H 0.1315; H 0.0801; H 0.1262; C -0.0524; C -0.2552; C -0.0777; O 0.0159; C -0.6739; O 0.1781; O 0.0891; H 0.1061; H 0.1343; H 0.0725; H 0.1351; H 0.1613; H 0.1362; C 0.0309; C -0.3125; C -0.0687; O 0.0582; C -0.5400; O 0.1416; O 0.1333; H 0.1413